Record 1
The following is a DFT calculation (ωB97M-V/def2-TZVPD) of a structure of composition C43H101F2N8NiO11S2 at a distorted geometry.

Values from the calculation:
* multiplicity: 4
* charge: +2
* highest occupied orbital energy (alpha / beta): -11.3720 / -11.3718 eV

Last column: Mulliken charge in e.
CARTESIAN COORDINATES (ANGSTROEM)
1 Ni 2.7570 -2.5380 0.9665  0.422
2 N 1.1708 -1.4198 0.6273  1.208
3 S -0.3806 -1.3572 0.5715  -0.514
4 O -0.9144 -1.0087 -0.6871  0.130
5 O -1.0490 -0.9809 1.8464  -0.416
6 F -0.6295 -2.9170 0.5695  -0.397
7 S 1.2038 0.2990 1.0036  0.425
8 O 1.4779 0.6516 2.3803  -0.553
9 O 0.4299 1.2385 0.1701  -0.252
10 F 2.6886 0.4522 0.2929  -0.315
11 C 0.2469 -0.4057 -3.9907  -1.868
12 C 0.1780 -1.4253 -5.2209  1.556
13 C 0.8927 -0.7398 -6.4736  -1.044
14 C 1.3558 -1.6767 -7.5678  -0.902
15 C 1.9213 -3.0077 -7.1861  -1.362
16 C 1.1607 -3.7134 -6.0123  1.244
17 N 0.8040 -2.6957 -4.9817  0.841
18 O 0.3290 -3.3289 -3.8205  -0.268
19 C -0.0095 -4.3173 -6.6668  -1.607
20 C 2.1060 -4.7873 -5.5420  -1.832
21 C -1.3481 -1.5485 -5.4941  -1.467
22 H 1.2333 -0.2927 -3.5410  0.346
23 H -0.5022 -0.7731 -3.2893  0.194
24 H -0.1200 0.6095 -4.1420  0.359
25 H 0.0933 -0.0538 -6.7538  0.383
26 H 1.7117 -0.1120 -6.1227  0.464
27 H 2.0551 -1.1309 -8.2011  0.448
28 H 0.5742 -1.8507 -8.3073  0.399
29 H 2.9450 -2.9783 -6.8129  0.499
30 H 2.0692 -3.6140 -8.0797  0.365
31 H 0.2260 -5.2825 -7.1152  0.545
32 H -0.7148 -4.4416 -5.8451  0.167
33 H -0.4769 -3.9287 -7.5716  0.352
34 H 2.8875 -4.3106 -4.9502  0.306
35 H 1.6225 -5.4644 -4.8379  0.336
36 H 2.4441 -5.3906 -6.3845  0.472
37 H -1.8710 -0.5933 -5.5420  0.183
38 H -1.7402 -2.0873 -4.6315  0.324
39 H -1.6004 -2.0937 -6.4036  0.352
40 H -0.3439 -3.9202 -4.1657  0.241
41 C -3.9077 1.2666 3.8448  -2.903
42 C -4.7059 -0.0099 3.8460  2.116
43 C -5.9871 0.3210 3.0605  -1.454
44 C -6.9283 -0.8891 2.6820  -0.834
45 C -6.0859 -1.7683 1.7693  -0.993
46 C -4.7566 -2.2105 2.4987  1.426
47 N -3.9664 -1.1385 3.1312  1.184
48 O -2.7709 -1.3568 3.7736  -0.260
49 C -5.2464 -3.3644 3.5103  -1.628
50 C -3.8598 -2.7671 1.4494  -1.447
51 C -5.1534 -0.5897 5.2349  -1.758
52 H -4.3981 2.0593 4.4099  0.664
53 H -3.6722 1.6040 2.8355  0.356
54 H -2.9950 0.8959 4.3113  0.638
55 H -6.5424 1.1236 3.5460  0.552
56 H -5.6361 0.8729 2.1885  0.485
57 H -7.8104 -0.5976 2.1120  0.501
58 H -7.2934 -1.4910 3.5142  0.362
59 H -5.7231 -1.1970 0.9148  0.234
60 H -6.7090 -2.5572 1.3481  0.449
61 H -6.1554 -3.1860 4.0847  0.326
62 H -5.4069 -4.2358 2.8754  0.447
63 H -4.4671 -3.5636 4.2458  0.405
64 H -4.3751 -3.2574 0.6235  0.450
65 H -3.3257 -1.9684 0.9348  -0.365
66 H -3.1909 -3.5305 1.8468  0.408
67 H -4.4629 -0.7793 6.0567  0.404
68 H -5.9234 -1.3538 5.3407  0.311
69 H -5.7723 0.0901 5.8205  0.472
70 H -2.2119 -0.8169 3.2100  0.487
71 C 0.4767 3.8381 3.7787  -2.073
72 C -0.8793 4.2761 3.1636  1.889
73 C -1.7986 4.2845 4.4275  -1.073
74 C -3.0710 5.1946 4.3573  -0.765
75 C -2.6054 6.6141 3.9052  -1.581
76 C -1.8912 6.5936 2.4280  1.517
77 N -0.6968 5.6635 2.5421  0.196
78 O 0.0302 5.6224 1.3464  -0.468
79 C -2.9001 6.1314 1.3618  -1.511
80 C -1.4660 8.0655 2.2999  -1.901
81 C -1.3414 3.2101 2.1104  -0.975
82 H 0.9073 4.7525 4.1866  0.514
83 H 1.1051 3.3462 3.0363  0.257
84 H 0.4709 3.2370 4.6880  0.342
85 H -2.3663 3.3947 4.6998  0.003
86 H -1.2692 4.5869 5.3311  0.615
87 H -3.5601 5.1246 5.3289  0.549
88 H -3.7420 4.7950 3.5969  0.296
89 H -1.9111 6.9674 4.6676  0.448
90 H -3.1945 7.5298 3.9554  0.552
91 H -3.0839 5.0644 1.4871  0.189
92 H -3.8030 6.7420 1.3545  0.363
93 H -2.5687 6.4016 0.3591  0.415
94 H -0.9566 8.5007 3.1596  0.372
95 H -0.8250 8.1402 1.4215  0.472
96 H -2.2666 8.7090 1.9351  0.408
97 H -0.8995 3.3070 1.1187  0.632
98 H -2.4133 3.0458 1.9998  -0.077
99 H -1.0855 2.2132 2.4692  0.191
100 H 0.8476 6.0687 1.5790  0.386
101 C 4.4746 -1.9039 -2.8541  -1.010
102 C 3.5917 -2.2989 -1.6526  1.389
103 C 3.1647 -3.7992 -1.6527  -0.592
104 O 2.4656 -4.0766 -0.3447  -0.301
105 C 1.9736 -5.4669 -0.2509  -0.847
106 N 4.2633 -1.9807 -0.4093  0.058
107 H 3.9761 -2.1752 -3.7848  0.127
108 H 5.4574 -2.3750 -2.8359  0.464
109 H 4.5395 -0.8184 -2.9295  0.213
110 H 2.6379 -1.7715 -1.6624  -0.502
111 H 4.0788 -4.3911 -1.7001  0.454
112 H 2.5122 -3.9988 -2.5027  0.154
113 H 1.1939 -5.5442 0.5069  0.292
114 H 2.7328 -6.2489 -0.2591  0.304
115 H 1.3668 -5.6821 -1.1305  0.264
116 H 4.4244 -0.9869 -0.4906  -0.511
117 H 5.2218 -2.2891 -0.4878  0.465
118 C -2.7850 2.3803 -4.6414  -1.497
119 C -3.1447 2.6860 -3.2036  0.557
120 C -3.1705 1.4755 -2.2082  0.100
121 O -4.2438 0.6562 -2.5148  -0.475
122 C -4.2318 -0.6450 -1.7881  -0.437
123 N -2.3105 3.6586 -2.6085  -0.518
124 H -3.3595 1.6038 -5.1464  0.294
125 H -1.7370 2.1201 -4.7905  0.364
126 H -2.9050 3.3318 -5.1593  0.467
127 H -4.1778 3.0336 -3.2012  0.221
128 H -3.3458 1.9079 -1.2231  0.160
129 H -2.2540 0.8900 -2.2809  0.035
130 H -3.8904 -1.4777 -2.4030  0.263
131 H -5.3012 -0.7989 -1.6442  0.401
132 H -3.8005 -0.6831 -0.7878  -0.051
133 H -2.2064 4.5702 -3.0307  0.257
134 H -2.4764 3.7861 -1.6204  -0.028
135 C 7.4089 0.0099 -2.1147  -1.430
136 C 6.8572 0.4210 -0.7334  0.818
137 C 7.6555 1.6815 -0.2126  -1.204
138 O 7.3333 2.3429 0.9425  -0.328
139 C 8.2141 1.9378 2.0220  -0.679
140 N 5.4644 0.7553 -0.7981  -0.610
141 H 7.1493 -1.0043 -2.4180  0.180
142 H 8.4900 -0.1126 -2.0490  0.475
143 H 7.0840 0.8011 -2.7904  0.380
144 H 6.9697 -0.4137 -0.0415  0.119
145 H 7.2688 2.4638 -0.8658  0.359
146 H 8.7337 1.6067 -0.3532  0.591
147 H 7.9013 2.6025 2.8272  0.252
148 H 9.2813 2.0390 1.8250  0.325
149 H 7.9518 0.9150 2.2927  0.259
150 H 5.2020 1.1690 -1.6813  0.303
151 H 5.4483 1.5831 -0.2197  0.240
152 C 0.9084 -2.9869 4.5678  -1.741
153 C 1.7913 -2.5076 3.5064  1.812
154 C 3.0334 -1.8275 3.9065  -1.215
155 O 3.6822 -1.2967 2.7228  -0.096
156 C 4.6744 -0.3061 3.0765  -0.851
157 N 1.9597 -3.6339 2.5566  -0.147
158 H 1.4040 -3.7696 5.1422  0.432
159 H 0.0387 -3.3657 4.0309  0.466
160 H 0.5959 -2.1318 5.1672  0.421
161 H 1.1307 -1.7499 3.0849  -0.957
162 H 3.7285 -2.5296 4.3669  0.398
163 H 2.8063 -0.9817 4.5555  0.419
164 H 4.8517 0.2602 2.1622  0.093
165 H 5.5716 -0.7347 3.5232  0.305
166 H 4.4207 0.5026 3.7619  0.425
167 H 2.4506 -4.3298 3.0995  0.311
168 H 1.1171 -4.1861 2.6283  0.359



Record 2
The following is a DFT calculation (ωB97M-V/def2-TZVPD) of a structure of composition C43H101O27P5 at a distorted geometry.

Values from the calculation:
* energy above the lowest of the compared OMol25 structures with the same formula, charge and spin: 0.0 kJ/mol
* multiplicity: 1
* charge: 0
* highest occupied orbital energy: -9.0372 eV

Last column: Mulliken charge in e.
CARTESIAN COORDINATES (ANGSTROEM)
1 C 0.9805 -0.4881 4.5171  0.732
2 C 1.6168 -1.7374 4.0114  -0.653
3 C 0.4970 -2.6774 3.5632  0.420
4 O -0.6884 -2.1674 4.1884  -0.401
5 C -0.3291 -1.0776 5.0180  -0.306
6 H 0.8417 0.2019 3.6691  -0.821
7 H 1.5130 0.0508 5.2809  0.706
8 H 2.1526 -2.2842 4.8126  0.460
9 H 2.2651 -1.4987 3.1342  -0.060
10 H 0.7102 -3.7134 3.8813  0.277
11 H 0.2854 -2.7086 2.4833  -0.335
12 H -0.2673 -1.4526 6.0767  0.264
13 H -1.1774 -0.3757 5.0694  -0.220
14 C -0.7613 -7.6329 1.5607  -0.731
15 C -0.6004 -8.3241 0.1211  -0.709
16 C -0.5478 -7.1491 -0.8485  -0.366
17 O 0.0843 -6.1360 -0.0944  -0.066
18 C -0.2497 -6.2468 1.3374  0.459
19 H -0.2730 -8.1111 2.4367  0.323
20 H -1.8246 -7.6549 1.7467  0.348
21 H -1.2876 -9.1453 -0.0693  0.458
22 H 0.3866 -8.8301 0.0714  0.177
23 H -1.5663 -6.8347 -1.0946  0.286
24 H 0.0833 -7.4134 -1.6914  0.229
25 H -0.9164 -5.4338 1.6778  -0.495
26 H 0.6888 -6.1145 1.8683  0.214
27 C 3.3433 2.1221 3.4952  0.672
28 C 3.0332 3.5624 2.9642  -0.392
29 C 3.7289 3.4286 1.5557  0.430
30 O 4.6083 2.2521 1.4913  -0.472
31 C 4.6114 1.6165 2.7141  -0.807
32 H 2.4435 1.5031 3.2749  -0.888
33 H 3.4597 2.1261 4.5979  0.657
34 H 3.4927 4.2557 3.6660  0.369
35 H 2.0135 3.8006 2.8546  -0.138
36 H 4.2628 4.3060 1.2116  0.440
37 H 2.9111 3.2657 0.8481  -0.589
38 H 5.5281 1.9375 3.2993  0.311
39 H 4.5318 0.5394 2.5936  0.379
40 C 5.1021 -3.0281 -2.7661  -0.221
41 C 5.6735 -1.7561 -3.4554  -0.866
42 C 4.5329 -0.7441 -3.3197  -0.433
43 O 3.6179 -1.2981 -2.3267  0.128
44 C 4.3020 -2.3020 -1.6515  -0.780
45 H 5.9950 -3.6039 -2.4747  0.337
46 H 4.4138 -3.5838 -3.3927  0.058
47 H 5.8596 -1.9769 -4.5020  0.326
48 H 6.6328 -1.4303 -3.0469  0.338
49 H 3.9394 -0.4825 -4.1880  0.365
50 H 4.8192 0.2331 -2.8224  0.199
51 H 3.6408 -2.9705 -1.1048  0.420
52 H 4.9321 -1.9059 -0.8491  0.274
53 C -4.8859 -2.6050 1.4411  -0.725
54 C -3.4852 -2.0401 1.5164  1.742
55 C -2.6855 -3.2495 1.8828  0.343
56 O -3.3082 -4.3362 1.1709  -0.384
57 C -4.6236 -3.9902 0.7738  -0.538
58 H -5.5257 -1.9474 0.9041  0.413
59 H -5.3233 -2.7655 2.4167  0.363
60 H -3.2850 -1.2684 2.2742  -0.828
61 H -3.1702 -1.6156 0.5544  -0.501
62 H -2.7847 -3.4128 2.9931  0.124
63 H -1.6239 -3.1352 1.5043  -0.425
64 H -5.2982 -4.7694 1.2263  0.271
65 H -4.6310 -4.0062 -0.3069  0.257
66 C -2.0357 2.5168 5.2425  -0.340
67 C -3.3976 1.9353 5.5158  -0.664
68 C -3.9066 1.4914 4.1283  0.316
69 O -3.3867 2.5052 3.2708  -0.325
70 C -2.2287 3.1117 3.8432  0.368
71 H -1.2728 1.7748 5.2647  -0.232
72 H -1.7766 3.3216 5.9216  0.480
73 H -3.9904 2.7929 5.8739  0.311
74 H -3.3778 1.0426 6.1320  0.367
75 H -5.0009 1.4029 3.8490  0.236
76 H -3.4467 0.5322 3.7104  -0.485
77 H -2.4299 4.1319 4.0285  0.072
78 H -1.4110 3.1127 3.1043  -0.238
79 C 1.4732 1.4399 -0.3389  1.512
80 C 0.3475 2.0357 0.5594  1.350
81 C -0.1684 0.6713 1.0700  1.473
82 O 0.9501 -0.1504 1.3437  -0.167
83 C 1.9634 0.1437 0.3725  -0.803
84 H 2.3589 2.0837 -0.5598  0.601
85 H 1.0873 1.1465 -1.3744  -1.384
86 H -0.4463 2.7001 0.0498  -0.238
87 H 0.6380 2.6508 1.4095  -1.044
88 H -0.8203 0.2725 0.2821  -0.899
89 H -0.8395 0.7680 1.9646  -0.070
90 H 2.1313 -0.7010 -0.2952  0.182
91 H 2.8749 0.3035 0.9686  -0.531
92 C 1.4594 -5.4906 -2.9724  -0.399
93 O 2.0035 -6.8333 -3.0386  -0.430
94 P 3.5949 -6.8834 -2.8823  1.145
95 O 4.2268 -5.8406 -3.6177  -0.689
96 O 3.9419 -6.8626 -1.3631  -0.307
97 C 3.3539 -7.6578 -0.3220  -0.353
98 O 3.9096 -8.3897 -3.2934  -0.402
99 C 3.9722 -8.8369 -4.6525  -0.756
100 H 1.1497 -5.2534 -1.9287  0.153
101 H 0.5469 -5.5305 -3.5184  0.381
102 H 2.2166 -4.7860 -3.4999  0.191
103 H 3.6421 -7.2141 0.6096  0.263
104 H 3.7333 -8.6545 -0.4171  0.306
105 H 2.2364 -7.5998 -0.4890  0.019
106 H 2.9722 -9.1461 -4.8538  0.296
107 H 4.5319 -9.7314 -4.6408  0.277
108 H 4.4697 -8.1416 -5.3664  0.280
109 C -5.5499 3.7775 -3.6084  -0.703
110 O -4.4330 4.2297 -2.8645  -0.279
111 P -4.1762 3.7520 -1.3856  0.174
112 O -3.0375 4.3899 -0.7018  -0.143
113 O -5.5368 3.9024 -0.5210  -0.252
114 C -5.8170 5.0830 0.2506  -0.485
115 O -3.9961 2.1393 -1.5006  -0.073
116 C -3.9522 1.5407 -0.1122  0.021
117 H -6.0423 2.9762 -2.9995  0.335
118 H -5.2183 3.5486 -4.6013  0.280
119 H -6.2602 4.6469 -3.7353  0.225
120 H -6.5033 5.7690 -0.1960  0.304
121 H -4.8886 5.5458 0.5966  0.053
122 H -6.3307 4.6518 1.1521  0.227
123 H -4.5401 0.6134 -0.2501  0.031
124 H -4.4008 2.2704 0.5644  0.451
125 H -2.9167 1.3200 0.0907  -0.168
126 C 0.1766 8.7367 4.2514  -0.712
127 O 0.9030 7.9675 3.2631  -0.410
128 P 0.2008 6.6589 2.7295  0.875
129 O -0.1673 5.7645 3.8025  -0.771
130 O -1.0346 7.2294 1.9457  -0.320
131 C -2.3522 6.6145 1.7529  -0.292
132 O 1.1676 5.9777 1.7165  0.046
133 C 1.3979 6.2874 0.3854  -0.858
134 H -0.0950 8.0595 5.0687  0.280
135 H -0.7437 9.1708 3.7578  0.242
136 H 0.8802 9.5273 4.5419  0.252
137 H -2.3188 6.0213 0.8229  0.140
138 H -3.0928 7.4442 1.7259  0.295
139 H -2.6212 5.9007 2.4956  0.173
140 H 1.2574 7.3529 0.0772  0.401
141 H 0.8109 5.5864 -0.2060  0.410
142 H 2.4574 6.1239 0.2407  0.321
143 C -1.7623 -3.3977 -1.7349  -0.566
144 O -1.3922 -2.0009 -1.6862  0.775
145 P -1.3846 -1.1004 -2.9751  -0.867
146 O -0.8543 0.2487 -2.8328  0.266
147 O -0.6168 -1.9476 -4.0925  -0.484
148 C 0.8206 -1.7684 -4.1590  -0.480
149 O -2.8378 -1.1823 -3.4561  -0.257
150 C -3.1572 -0.4473 -4.5652  -0.727
151 H -1.6103 -3.7255 -0.7677  -0.050
152 H -1.1943 -3.9760 -2.4342  0.296
153 H -2.8200 -3.4840 -1.9854  0.293
154 H 1.1599 -2.7655 -4.4707  0.258
155 H 1.3289 -1.5446 -3.2221  0.039
156 H 0.9312 -0.9196 -4.7706  0.424
157 H -2.8119 0.5790 -4.6050  0.195
158 H -4.2571 -0.3807 -4.6082  0.304
159 H -2.7362 -0.9660 -5.5542  0.195
160 C 2.8425 6.4434 -3.1516  -0.794
161 O 1.6258 5.7468 -3.0783  -0.118
162 P 1.3266 4.5628 -4.0994  0.591
163 O 1.9492 4.7016 -5.4293  -0.871
164 O 1.8186 3.4017 -3.1927  0.195
165 C 1.9811 2.0511 -3.6173  -0.965
166 O -0.2097 4.4072 -4.2594  -0.389
167 C -1.0698 4.0896 -3.1700  0.330
168 H 3.7781 5.8346 -3.0292  0.275
169 H 2.7718 7.2340 -2.4096  0.240
170 H 2.9506 6.7461 -4.1785  0.384
171 H 1.0920 1.4840 -3.3778  0.258
172 H 2.8515 1.6215 -3.1507  0.209
173 H 2.0340 1.9451 -4.6705  0.696
174 H -0.7953 3.1859 -2.7604  -0.132
175 H -2.1042 3.9144 -3.5387  0.013
176 H -1.1397 4.8744 -2.3529  0.147



Q: Among the records above, which one has the lowest charge?
A: C43H101O27P5